# C3H3N5

One molecule with the formula C3H3N5 (wB97M-V/def2-TZVPD, OMol25).

## Properties
LUMO	-0.276	eV
molecular weight	109.09	g/mol
energy relative to the best compared isomer or geometry (same formula, charge and spin)	3.7304	eV
frontier orbital gap	0.356	hartree
structure (SMILES)	N#CC1=NN=CNN1

The geometry in ORCA input format:
```
! wB97M-V def2-TZVPD RIJCOSX def2/J DEFGRID3
* xyz 0 1
C -2.363 -0.505 -0.037
C -0.923 -0.464 0.220
C 1.642 -0.271 -0.248
H 2.774 -0.286 -0.169
H 0.884 1.770 -1.123
H 0.049 1.053 1.481
N -3.510 -0.112 -0.322
N -0.241 -1.424 -0.018
N 1.152 -1.446 0.029
N 0.833 0.919 -0.362
N -0.298 0.766 0.548
*
```